# C5H14S

A cluster of 2 separate species, C5H14S in total at a distorted geometry (the ωB97M-V functional and the def2-TZVPD basis, the OMol25 dataset).

```
20
Properties=species:S:1:pos:R:3:forces:R:3:lowdin_charge:R:1
C 1.470 2.072 1.752 -0.09 -0.26 -0.09 -0.158
C 0.925 0.717 1.321 0.62 -0.25 -0.93 -0.546
S 2.084 -0.273 0.301 0.14 -0.05 0.31 0.764
C 2.122 0.515 -1.314 -0.36 -0.09 -0.08 -0.433
H 2.043 1.978 2.670 0.10 0.11 0.05 0.069
H 0.661 2.783 1.896 -0.07 0.07 0.19 0.068
H 2.118 2.471 0.976 0.10 0.12 -0.03 0.054
H 0.786 0.009 2.131 -0.42 0.22 0.29 0.055
H 0.015 0.820 0.736 -0.20 -0.08 0.17 0.046
H 2.489 1.536 -1.319 0.09 0.14 0.17 0.026
H 2.809 -0.100 -1.893 -0.02 0.05 -0.07 0.025
H 1.140 0.484 -1.792 0.07 0.00 0.03 0.032
C -1.928 -1.233 -0.162 0.05 -0.46 0.32 -0.181
C -2.699 -2.068 -1.182 -0.62 0.94 -0.45 -0.172
H -0.889 -1.565 -0.057 -0.13 0.22 -0.10 0.051
H -1.954 -0.176 -0.428 0.11 0.00 -0.12 0.057
H -2.395 -1.300 0.823 0.09 -0.10 0.03 0.063
H -3.770 -1.846 -1.088 0.07 -0.50 0.29 0.063
H -2.511 -3.141 -1.187 -0.03 0.11 0.27 0.063
H -2.518 -1.683 -2.183 0.47 -0.20 -0.25 0.054
```
Forces are in eV/Å.

The value obtained for the HOMO-LUMO gap is 9.427 eV. For the LUMO energy, the calculation gives 1.0 eV. The value obtained for the calculated total energy is -597.066596 a.u. As for the structure (SMILES): CCSC.CC. As for the relative energy (zero: lowest compared OMol25 entry of this formula, charge and spin): 6.7 kcal/mol. The value obtained for the largest force on an atom is 1.22 eV/A.